65
Properties=species:S:1:pos:R:3 method="wB97M-V/def2-TZVPD" homo_energy_ha="-0.274 / -0.275" spin_multiplicity=4 energy_ha=-2713.57083 s2=3.752
O 1.458 1.231 -0.759
C 1.101 1.643 -2.030
C 1.060 3.167 -1.944
C 0.734 3.827 -0.742
H 0.462 3.265 0.167
C 0.711 5.220 -0.749
H 0.428 5.742 0.169
C 1.054 5.912 -1.922
H 1.045 7.002 -1.925
C 1.414 5.226 -3.088
H 1.691 5.739 -4.001
C 1.435 3.835 -3.099
H 1.682 3.212 -3.969
H 1.986 1.255 -2.566
C 0.077 -0.431 -3.123
C -0.109 1.046 -2.812
H -0.570 -0.748 -3.952
H -0.176 -1.113 -2.292
H 1.149 -0.630 -3.323
C -1.230 1.760 -2.989
C -2.532 1.270 -3.589
H -1.309 2.779 -2.574
H -2.774 1.859 -4.485
H -3.407 1.407 -2.924
H -2.487 0.208 -3.895
Nd -0.330 0.189 0.393
Cl -1.622 2.360 1.535
Cl -2.540 -0.233 -1.276
C -2.789 -1.147 1.527
O -1.564 -1.462 1.633
N -3.653 -1.836 2.236
C -3.127 -3.069 2.822
C -4.982 -1.347 2.522
H -3.181 -0.352 0.827
H -2.064 -3.194 2.570
H -3.707 -3.892 2.408
H -3.266 -3.026 3.901
H -5.034 -0.326 2.127
H -5.108 -1.377 3.607
H -5.676 -2.015 2.010
H 1.521 -4.938 -0.662
H 4.102 -4.044 -0.286
C 1.539 -4.138 -1.412
C 3.850 -3.199 -0.934
N 2.412 -3.049 -0.961
H 0.514 -3.765 -1.570
C 1.823 -1.931 -0.574
O 0.559 -1.935 -0.448
H 4.253 -2.259 -0.541
H 2.463 -1.033 -0.336
H 1.969 -4.515 -2.339
H 4.168 -3.374 -1.963
C 1.433 0.126 4.467
C 1.235 -1.311 3.996
C 1.690 -1.227 2.541
O 1.333 0.142 2.149
C 0.796 0.889 3.309
H 0.954 0.372 5.413
H 2.508 0.370 4.469
H 0.159 -1.561 3.997
H 1.801 -2.074 4.526
H 2.782 -1.284 2.380
H 1.186 -1.962 1.874
H -0.311 0.777 3.302
H 1.010 1.967 3.173